(1)
The following is a quantum chemistry calculation of the molecule C3H8BO4P, from the OMol25 dataset.

Results
E_tot = -786.3025 Eh
SMILES = O=P(O)(O)BC[C@H]1CO1
Gap between HOMO and LUMO = 9.8 eV
E_LUMO = -0.62 eV

Last column: Mulliken charge in e.
CARTESIAN COORDINATES (ANGSTROEM)
O  0.6098  1.3007  1.3891  -0.62
P  1.5654  0.6582  0.4704  0.71
O  3.0382  0.4657  1.0414  -0.50
O  1.8539  1.5327  -0.8513  -0.50
B  0.9724  -1.0832  -0.0894  0.23
C  -0.4261  -1.2308  -0.7580  -0.64
C  -1.5330  -0.7713  0.1912  0.20
C  -2.1855  0.5226  0.0226  -0.48
O  -2.8273  -0.7128  -0.3627  -0.46
H  3.3930  1.3148  1.3383  0.31
H  1.0236  1.9494  -1.1164  0.34
H  1.6559  -2.0294  0.1311  -0.05
H  -0.5175  -0.6021  -1.6427  0.30
H  -0.6227  -2.2609  -1.0412  0.24
H  -1.4769  -1.1496  1.1985  0.41
H  -2.6099  0.9683  0.9060  0.25
H  -1.9131  1.1277  -0.8268  0.25

---

(2)
The following is a quantum chemistry calculation of the molecule C15H21N3O2S, from the OMol25 dataset.

Results
Relative energy (zero: lowest compared OMol25 entry of this formula, charge and spin) = 61.2 kcal/mol
E_tot = -1297.0913 Eh
SMILES = C=CCNC(=S)NNC(=O)c1ccc(OCCCC)cc1
Gap between HOMO and LUMO = 9.2 eV
E_LUMO = 0.75 eV

Last column: Mulliken charge in e.
CARTESIAN COORDINATES (ANGSTROEM)
C  2.7442  0.0103  7.2123  -0.83
C  1.9452  -0.3885  6.2416  0.25
C  0.9326  -1.4912  6.3910  -0.86
N  -0.4166  -1.0373  6.1160  -0.10
C  -0.9530  -0.8272  4.8976  0.32
S  -2.4721  -0.1681  4.7467  -0.57
N  -0.2791  -1.2651  3.8108  -0.26
N  -0.7729  -0.9766  2.5420  -0.18
C  0.1479  -0.7047  1.5735  0.30
O  1.3403  -0.8393  1.8172  -0.76
C  -0.3912  -0.3120  0.2595  0.50
C  -1.7300  -0.4673  -0.1054  -0.51
C  -2.1546  -0.0825  -1.3555  -0.83
C  -1.2636  0.4714  -2.2827  0.96
O  -1.8112  0.8283  -3.4677  -0.45
C  -0.9912  1.3103  -4.5152  -0.74
C  -0.2259  0.1854  -5.2169  -0.37
C  0.7579  0.7039  -6.2645  -0.44
C  0.0737  1.3730  -7.4510  -1.18
C  0.0742  0.6221  -1.9222  -0.25
C  0.4948  0.2301  -0.6675  -1.00
H  3.4555  0.8058  7.0732  0.27
H  2.7291  -0.4524  8.1858  0.26
H  1.9754  0.0923  5.2729  0.25
H  1.1680  -2.3164  5.7097  0.26
H  0.9508  -1.8782  7.4119  0.43
H  -0.9417  -0.6375  6.8785  0.24
H  0.7369  -1.3395  3.7721  0.42
H  -1.7151  -0.5900  2.5852  0.28
H  -2.4403  -0.9106  0.5752  0.41
H  -3.1848  -0.1996  -1.6522  0.43
H  -0.3002  2.0787  -4.1468  0.34
H  -1.6932  1.7811  -5.2074  0.33
H  -0.9468  -0.4868  -5.6863  0.30
H  0.3192  -0.3906  -4.4654  0.39
H  1.3483  -0.1405  -6.6264  0.33
H  1.4471  1.4110  -5.7965  0.28
H  0.8088  1.6370  -8.2076  0.37
H  -0.4397  2.2813  -7.1470  0.31
H  -0.6523  0.6993  -7.9003  0.30
H  0.7951  1.0417  -2.6056  0.39
H  1.5305  0.3387  -0.3825  0.41

---

(3)
The following is a quantum chemistry calculation of a cluster of 6 separate species, C45H81N3O17S7 in total in a non-equilibrium geometry, from the OMol25 dataset.

Results
E_tot = -5993.7629 Eh
SMILES = C=C[C@@H]1C(=O)O[C@](CCCCCN)(S(C)(=O)=O)[C@]1(CCCCCCCSc1nnco1)CCCC(=O)O.O=S1(=O)CCCC1.O=S1(=O)CCCC1.O=S1(=O)CCCC1.O=S1(=O)CCCC1.O=S1(=O)CCCC1
Gap between HOMO and LUMO = 8.9 eV
E_LUMO = 0.28 eV

Last column: Mulliken charge in e.
CARTESIAN COORDINATES (ANGSTROEM)
C  7.5612  -2.4200  0.1247  -1.02
C  6.3230  -2.0542  -0.2533  -0.85
C  5.1541  -1.9479  0.7043  -0.53
C  5.1240  -3.0918  1.7024  0.07
O  6.0103  -3.5763  2.3231  -0.63
O  3.8356  -3.5011  1.8208  -0.61
C  2.9424  -2.4415  1.3358  1.25
C  2.7973  -1.5461  2.5751  -2.43
C  1.6668  -0.4893  2.5755  -0.75
C  0.8248  -0.6334  3.8488  -1.03
C  -0.5019  0.1454  3.8127  -1.00
C  -1.7359  -0.7603  3.6523  -0.05
N  -2.5831  -0.7430  4.8546  -0.72
S  1.3908  -3.3870  1.0479  1.81
C  1.7993  -5.1099  1.1608  -1.19
O  0.8566  -3.0805  -0.2559  -0.69
O  0.4820  -3.1457  2.1419  -0.72
C  3.7387  -1.8541  0.1203  4.08
C  3.2568  -0.4206  -0.2436  -2.50
C  3.8736  0.7707  0.5009  -1.19
C  2.9342  1.9925  0.4474  -0.40
C  3.0070  2.6484  -0.9344  -0.02
C  1.7834  3.4762  -1.3246  -1.24
C  0.6487  2.6664  -1.9772  0.28
C  -0.6512  2.6443  -1.1626  -0.47
S  -2.0152  2.1544  -2.2689  -0.26
C  -2.5703  0.6361  -1.6472  0.31
N  -2.1081  -0.5351  -1.9622  -0.10
N  -2.8675  -1.4627  -1.2779  -0.58
C  -3.7438  -0.7874  -0.6165  -0.08
O  -3.6246  0.5367  -0.7955  -0.02
C  3.6215  -2.6084  -1.2293  -2.80
C  4.0159  -4.0969  -1.3481  -1.38
C  2.9258  -4.9258  -2.0638  -0.90
C  3.5257  -5.8316  -3.1250  0.56
O  4.5397  -6.4411  -2.9786  -0.54
O  2.8297  -5.9261  -4.2871  -0.51
H  8.1519  -3.1006  -0.4796  0.28
H  8.0226  -2.0851  1.0472  0.27
H  6.1744  -1.7787  -1.2923  0.46
H  5.4376  -1.0960  1.3416  0.45
H  3.7709  -1.1168  2.8029  1.11
H  2.5718  -2.2581  3.3699  0.57
H  1.0518  -0.5477  1.6786  0.38
H  2.1500  0.4849  2.6435  0.28
H  1.4225  -0.2117  4.6615  0.36
H  0.6523  -1.6808  4.0812  0.55
H  -0.4838  0.9560  3.0810  0.43
H  -0.6194  0.6119  4.7915  0.42
H  -2.3153  -0.4726  2.7664  0.00
H  -1.4247  -1.7887  3.4750  0.23
H  -3.3496  -0.0909  4.7614  0.24
H  -2.9926  -1.6537  5.0086  0.23
H  0.9718  -5.6147  0.6642  0.50
H  2.7317  -5.3604  0.6718  0.44
H  1.8165  -5.3810  2.2111  0.22
H  2.1685  -0.3665  -0.1856  0.52
H  3.4944  -0.2876  -1.2982  1.19
H  4.7847  1.1006  -0.0083  0.57
H  4.1501  0.5368  1.5275  0.60
H  3.1934  2.7123  1.2242  0.49
H  1.9198  1.6346  0.6535  -0.12
H  3.8507  3.3379  -0.8999  -0.32
H  3.1928  1.9063  -1.7120  0.22
H  2.1258  4.2087  -2.0584  0.45
H  1.4049  4.0585  -0.4794  0.48
H  0.4028  3.1042  -2.9469  -0.16
H  0.9566  1.6356  -2.1792  0.24
H  -0.8666  3.6661  -0.8526  0.49
H  -0.5680  2.0053  -0.2858  0.07
H  -4.5117  -1.2013  0.0134  0.52
H  4.2892  -2.0618  -1.8922  0.74
H  2.6230  -2.4357  -1.6217  1.09
H  4.3177  -4.5537  -0.4099  0.52
H  4.8875  -4.1561  -1.9980  0.69
H  2.2065  -4.2668  -2.5494  0.49
H  2.3827  -5.5878  -1.3906  0.20
H  1.9343  -5.6035  -4.1286  0.38
O  -7.6279  2.9890  3.9895  -0.67
S  -7.2415  1.7652  3.3354  1.16
O  -6.7392  0.6474  4.0955  -0.67
C  -8.5856  1.2234  2.2870  -0.79
C  -8.3242  1.9064  0.9491  0.01
C  -6.8149  1.7740  0.7008  -0.45
C  -6.0962  2.1558  2.0008  -0.57
H  -9.5304  1.5029  2.7473  0.49
H  -8.5144  0.1387  2.2024  0.33
H  -8.9098  1.4570  0.1456  -0.24
H  -8.5973  2.9621  1.0115  0.35
H  -6.5805  0.7394  0.4392  0.08
H  -6.4853  2.4009  -0.1258  0.45
H  -5.1778  1.5929  2.1508  0.21
H  -5.8862  3.2222  2.0505  0.38
O  4.8201  5.0090  -2.2901  -0.66
S  5.4676  5.7069  -1.2083  1.33
O  5.3311  5.2598  0.1546  -0.72
C  7.2020  5.8907  -1.6122  -0.82
C  7.2700  7.2031  -2.3868  -0.55
C  6.3639  8.1850  -1.6312  -0.61
C  5.0510  7.4532  -1.3239  -0.74
H  7.5295  5.0255  -2.1835  0.37
H  7.7518  5.9523  -0.6735  0.38
H  8.2930  7.5686  -2.4590  0.36
H  6.8923  7.0558  -3.4007  0.29
H  6.8473  8.4827  -0.6989  0.29
H  6.1797  9.0900  -2.2075  0.32
H  4.6098  7.7674  -0.3816  0.38
H  4.3262  7.5630  -2.1280  0.38
O  1.6857  -2.7505  7.0760  -0.59
S  2.8802  -3.3996  7.5516  1.12
O  3.5548  -2.9524  8.7425  -0.72
C  2.5615  -5.1584  7.6671  -0.81
C  2.9216  -5.6929  6.2828  -0.44
C  4.2252  -4.9883  5.8777  -0.63
C  4.0490  -3.4980  6.1917  0.40
H  1.5217  -5.3169  7.9422  0.43
H  3.2201  -5.5612  8.4358  0.37
H  3.0316  -6.7764  6.2906  0.40
H  2.1300  -5.4386  5.5737  0.18
H  5.0564  -5.3921  6.4586  0.37
H  4.4586  -5.1397  4.8245  0.23
H  4.9823  -3.0295  6.4927  0.45
H  3.6159  -2.9570  5.3527  -0.67
O  -10.2087  1.4323  -1.4427  -0.70
S  -10.4347  0.2943  -2.3040  1.18
O  -9.4066  -0.1639  -3.1999  -0.72
C  -11.0177  -1.0704  -1.3014  -0.59
C  -12.5336  -0.9032  -1.2830  -0.62
C  -12.9339  -0.5436  -2.7206  -0.62
C  -11.9702  0.5470  -3.2058  -0.64
H  -10.5574  -1.0157  -0.3173  0.30
H  -10.7228  -1.9916  -1.8028  0.36
H  -13.0286  -1.8095  -0.9386  0.35
H  -12.8099  -0.0910  -0.6073  0.31
H  -12.8421  -1.4262  -3.3561  0.30
H  -13.9667  -0.2047  -2.7788  0.33
H  -11.7604  0.4774  -4.2698  0.34
H  -12.3310  1.5448  -2.9644  0.36
O  -1.8173  3.9447  -6.4891  -0.69
S  -0.6540  3.2810  -5.9600  1.12
O  0.0150  3.7865  -4.7839  -0.68
C  -1.0246  1.5428  -5.7430  -0.39
C  -0.6562  0.9128  -7.0820  -0.77
C  0.6771  1.5509  -7.4956  -0.65
C  0.5452  3.0644  -7.2846  -0.65
H  -2.0716  1.4321  -5.4747  0.41
H  -0.3942  1.1690  -4.9366  0.19
H  -0.5795  -0.1701  -7.0007  0.36
H  -1.4230  1.1419  -7.8252  0.33
H  1.4784  1.1591  -6.8661  0.29
H  0.9319  1.3225  -8.5294  0.34
H  1.4816  3.5277  -6.9846  0.35
H  0.1502  3.5654  -8.1661  0.35

---

(4)
The following is a quantum chemistry calculation of a structure of composition C28H65HgN2O12S3 in a non-equilibrium geometry, from the OMol25 dataset.

Results
E_tot = -3465.9956 Eh
Gap between HOMO and LUMO (spin up / spin down) = 6.1 / 9.1 eV
E_LUMO (spin up / spin down) = 0.26 / -0.05 eV
Multiplicity = 2

Last column: Mulliken charge in e.
CARTESIAN COORDINATES (ANGSTROEM)
Hg  24.5170  -27.1365  18.4420  0.10
C  21.0197  -26.5774  20.6985  -1.35
C  22.2856  -26.6264  19.8680  1.62
O  22.2955  -27.3327  18.8604  -1.02
O  23.2332  -25.9650  20.1740  -0.45
H  20.2645  -27.1930  20.2098  0.42
H  20.7338  -25.5506  20.9264  0.15
H  21.1575  -27.1382  21.6230  0.61
C  18.1196  -27.4269  24.9296  -1.43
C  18.6130  -28.4060  23.8572  0.68
C  18.4036  -27.6281  22.6367  -1.28
O  19.9913  -28.6910  23.9265  -0.50
H  17.0403  -27.2765  24.9066  0.38
H  18.6477  -26.4782  24.8332  0.35
H  18.3955  -27.8706  25.8862  0.38
H  18.0395  -29.3216  23.7127  0.28
H  19.0416  -26.7450  22.6024  0.12
H  17.3405  -27.3968  22.5709  0.53
H  18.6867  -28.2792  21.8096  0.35
H  20.0920  -29.1571  23.0933  0.22
C  18.9099  -26.9051  15.2723  -1.52
C  20.1710  -26.5278  16.1677  0.78
C  19.7545  -25.5653  17.2989  -0.75
O  20.5094  -27.7914  16.7066  -0.59
H  18.1398  -27.5071  15.7545  0.34
H  19.2106  -27.4916  14.4042  0.40
H  18.5120  -25.9539  14.9188  0.36
H  20.9549  -26.0251  15.6013  0.18
H  19.7060  -24.6035  16.7882  0.49
H  20.5210  -25.3003  18.0271  -0.51
H  18.8251  -25.8795  17.7740  0.44
H  20.9197  -27.7674  17.5742  0.20
C  17.7532  -24.0324  19.7095  -0.76
C  16.9234  -23.0032  20.4906  0.71
C  16.3188  -21.9599  19.5306  -0.98
O  17.3461  -21.3118  18.7751  -0.23
C  17.0943  -19.9075  18.4080  -0.80
N  15.9980  -23.5115  21.4285  -0.67
H  18.0623  -24.8787  20.3229  0.20
H  18.6556  -23.4803  19.4471  -0.06
H  17.2384  -24.4869  18.8630  0.46
H  17.6090  -22.4104  21.0962  0.02
H  15.6658  -21.2985  20.1001  0.43
H  15.6400  -22.4099  18.8061  0.29
H  18.0938  -19.6229  18.0791  0.21
H  16.8655  -19.4605  19.3754  0.38
H  16.3725  -19.8476  17.5934  0.27
H  15.7228  -22.7776  22.0656  0.29
H  15.0904  -23.7871  21.0813  0.24
C  27.9230  -24.2488  18.5943  -1.53
C  26.5741  -24.9589  18.5868  0.68
C  25.5224  -24.2876  17.6203  -0.84
O  24.3008  -24.9286  17.7963  0.19
C  23.3592  -24.4277  16.8810  -0.72
N  26.7730  -26.2670  18.0440  -0.47
H  28.6513  -24.8560  19.1320  0.36
H  27.9621  -23.2284  18.9756  0.38
H  28.3338  -24.0889  17.5975  0.40
H  26.1124  -25.0883  19.5656  -0.27
H  25.9815  -24.3087  16.6319  0.47
H  25.4481  -23.2112  17.7751  0.42
H  23.1718  -23.3569  16.9609  0.35
H  22.4321  -24.9474  17.1228  -0.06
H  23.6039  -24.5096  15.8220  0.39
H  27.6279  -26.5054  18.5259  0.24
H  27.0813  -26.2400  17.0826  0.28
C  26.9962  -28.7738  23.6462  -0.89
C  25.8120  -27.9017  24.0563  -0.44
C  25.6741  -26.7190  23.0637  -0.35
S  26.5648  -27.1737  21.5356  0.95
O  27.8111  -26.4155  21.3938  -0.79
O  25.6104  -27.3860  20.4425  -0.44
C  27.1211  -28.7960  22.1074  -0.26
H  26.8453  -29.8206  23.9100  0.44
H  27.9257  -28.3553  24.0323  0.35
H  25.9024  -27.6732  25.1182  0.40
H  24.9511  -28.5692  24.0199  0.14
H  25.9399  -25.7414  23.4658  0.53
H  24.7165  -26.5077  22.5879  -0.06
H  28.0375  -29.1563  21.6400  0.51
H  26.3384  -29.4618  21.7438  -0.19
C  24.0789  -31.0738  21.9761  -0.54
C  23.5679  -29.9211  21.1496  0.52
C  22.5465  -30.4585  20.1356  -0.80
S  21.4338  -31.4641  21.1952  1.04
O  21.0076  -32.6940  20.4838  -0.74
O  20.3305  -30.7494  21.8498  -0.63
C  22.7565  -31.7742  22.3797  -0.96
H  24.7102  -30.8855  22.8445  0.11
H  24.6958  -31.7082  21.3397  0.45
H  24.3539  -29.4553  20.5553  -0.19
H  23.2014  -29.1704  21.8497  0.08
H  23.0458  -31.2353  19.5565  0.42
H  21.8946  -29.8986  19.4651  0.27
H  22.9647  -32.8427  22.4343  0.42
H  22.4224  -31.4756  23.3734  0.47
C  20.5393  -21.3958  20.4799  -0.33
C  21.3563  -22.5542  19.7639  0.86
C  22.6058  -22.7978  20.6552  -0.40
S  22.9099  -21.3222  21.6958  1.13
O  24.0094  -20.4454  21.2287  -0.69
O  22.8929  -21.7312  23.1322  -0.67
C  21.4856  -20.3674  21.0884  -0.92
H  19.9643  -21.8789  21.2699  0.16
H  19.7309  -20.9847  19.8753  0.26
H  21.5697  -22.1097  18.7918  0.13
H  20.7740  -23.4597  19.5929  -0.84
H  23.4415  -23.2409  20.1136  0.08
H  22.3338  -23.5329  21.4127  0.29
H  21.8504  -19.7853  20.2421  0.35
H  21.1273  -19.7045  21.8760  0.48

---

(5)
The following is a quantum chemistry calculation of the molecule C5H9F2O3P in a non-equilibrium geometry, from the OMol25 dataset.

Results
Relative energy (zero: lowest compared OMol25 entry of this formula, charge and spin) = 34.6 kcal/mol
E_tot = -962.6730 Eh
SMILES = CO[P@@](=O)([C@@H]1CO1)C(C)(F)F
Gap between HOMO and LUMO = 10.3 eV
E_LUMO = 0.82 eV

Last column: Mulliken charge in e.
CARTESIAN COORDINATES (ANGSTROEM)
C  -1.2798  2.2292  -0.0948  -0.69
O  -0.6437  1.0198  -0.4562  -0.27
P  -0.2643  -0.0679  0.6293  0.72
O  -0.4423  0.2570  2.0433  -0.72
C  -1.1941  -1.5831  -0.0259  0.11
C  -1.7444  -1.6157  -1.3459  -0.47
O  -2.5293  -1.2602  -0.1973  -0.43
C  1.7743  -0.5493  0.1162  0.82
C  2.7340  0.4720  0.6260  -1.13
F  1.9161  -0.6844  -1.2076  -0.29
F  1.9435  -1.7418  0.7669  -0.30
H  -2.2595  1.8850  0.1357  0.34
H  -1.2749  2.8933  -0.9802  0.23
H  -0.9565  2.7745  0.8869  0.29
H  -1.0508  -2.6314  0.4123  0.35
H  -1.7091  -0.8342  -2.0441  0.26
H  -1.9307  -2.6619  -1.7065  0.25
H  3.1170  1.2604  -0.0204  0.31
H  2.2430  1.0373  1.5461  0.27
H  3.5517  -0.1986  0.9162  0.35

---

(6)
The following is a quantum chemistry calculation of the molecule C3HNO2 in a non-equilibrium geometry, from the OMol25 dataset.

Results
Relative energy (zero: lowest compared OMol25 entry of this formula, charge and spin) = 3.1 kcal/mol
E_tot = -320.0944 Eh
SMILES = N#CC(=O)C=O
Gap between HOMO and LUMO = 9.5 eV
E_LUMO = -1.66 eV

Last column: Mulliken charge in e.
CARTESIAN COORDINATES (ANGSTROEM)
N  -0.3889  1.8400  -1.8761  -0.29
C  -0.1198  0.9982  -1.1291  0.20
C  0.2950  -0.1854  -0.3565  0.50
O  1.1001  -0.9511  -0.8231  -0.39
C  -0.2160  -0.4835  1.0550  0.06
O  -0.3038  0.3495  1.9141  -0.38
H  -0.3666  -1.5677  1.2157  0.32